Entry 1:
Formula: C21H23AsN3O4SV
Source: OMol25
Level of theory: the ωB97M-V functional and the def2-TZVPD basis

For the molar mass, the calculation gives 539.37 g/mol. The total energy comes out at -132159.2904 eV. The HOMO energy (spin up / spin down) comes out at -13.76 / -13.75 eV. The multiplicity is 3. As for the net charge: +2. Its expectation value of S² is 2.04. The value obtained for the energy above the lowest of the compared OMol25 structures with the same formula, charge and spin is 36.8 kcal per mole. The value obtained for the LUMO energy (spin up / spin down) is -7.91 / -8.35 eV.

CARTESIAN COORDINATES (ANGSTROEM)
V (0.16, -0.16, 1.02)
O (3.61, -2.08, 0.31)
C (2.59, -1.26, 0.34)
O (1.54, -1.47, 0.98)
C (2.62, 0.00, -0.37)
C (3.55, 0.55, -1.25)
C (3.29, 1.82, -1.78)
C (2.14, 2.51, -1.40)
C (1.24, 1.90, -0.52)
N (1.48, 0.65, -0.04)
C (-0.04, 2.31, 0.01)
O (-0.67, 3.44, -0.26)
O (-0.58, 1.45, 0.73)
H (3.49, -2.87, 0.88)
H (4.44, 0.01, -1.50)
H (3.98, 2.27, -2.47)
H (1.96, 3.50, -1.78)
H (-0.16, 4.09, -0.77)
C (-2.78, -0.57, -1.03)
As (-0.86, -0.77, -1.13)
C (-0.70, -2.66, -1.57)
C (-0.47, 0.16, -2.88)
C (-1.06, -0.66, -3.98)
C (-2.37, -0.48, -4.41)
C (-2.91, -1.28, -5.40)
C (-2.14, -2.28, -5.97)
C (-0.81, -2.45, -5.58)
C (-0.28, -1.66, -4.58)
H (-3.25, -0.99, -1.93)
H (-3.05, 0.49, -0.93)
H (-3.15, -1.12, -0.16)
H (-1.44, -2.91, -2.34)
H (-0.91, -3.24, -0.67)
H (0.30, -2.89, -1.94)
H (0.62, 0.26, -3.01)
H (-0.94, 1.16, -2.81)
H (-2.97, 0.32, -3.98)
H (-3.93, -1.13, -5.73)
H (-2.55, -2.92, -6.73)
H (-0.20, -3.21, -6.05)
H (0.74, -1.79, -4.27)
C (2.06, 1.59, 3.74)
C (0.84, 0.78, 3.99)
C (0.22, 0.78, 5.25)
C (-0.92, 0.00, 5.40)
N (-1.39, -0.74, 4.42)
C (-0.76, -0.71, 3.27)
S (-1.29, -1.64, 1.93)
N (0.34, 0.03, 3.01)
H (2.05, 2.50, 4.33)
H (2.16, 1.83, 2.68)
H (2.94, 1.01, 4.04)
H (0.60, 1.37, 6.06)
H (-1.46, -0.05, 6.33)

---

Entry 2:
Formula: C21H23BiIN3O5SSe2
Source: OMol25
Level of theory: the ωB97M-V functional and the def2-TZVPD basis

For the molar mass, the calculation gives 923.30 g/mol. The total energy comes out at -192327.9877 eV. The HOMO energy comes out at -1.78 eV. As for the net charge: -2. The value obtained for the energy above the lowest of the compared OMol25 structures with the same formula, charge and spin is 18.0 kcal per mole. The value obtained for the LUMO energy is 4.35 eV.

CARTESIAN COORDINATES (ANGSTROEM)
Bi (-0.30, 1.43, -0.83)
C (2.70, 2.88, -1.45)
C (2.82, 2.48, -0.02)
C (3.91, 2.85, 0.76)
C (3.95, 2.47, 2.08)
C (2.90, 1.75, 2.62)
C (1.83, 1.42, 1.80)
N (1.81, 1.77, 0.51)
C (0.63, 0.73, 2.33)
C (0.51, 0.37, 3.67)
C (-0.69, -0.15, 4.11)
C (-1.75, -0.30, 3.23)
C (-1.56, 0.04, 1.90)
N (-0.39, 0.55, 1.49)
C (-2.64, -0.08, 0.90)
C (-3.76, -0.88, 1.14)
C (-4.79, -0.89, 0.22)
C (-4.70, -0.08, -0.90)
C (-3.56, 0.69, -1.10)
C (-3.42, 1.57, -2.29)
N (-2.56, 0.66, -0.21)
H (1.83, 3.54, -1.57)
H (2.53, 2.01, -2.09)
H (3.60, 3.41, -1.78)
H (4.71, 3.43, 0.32)
H (4.80, 2.73, 2.71)
H (2.92, 1.44, 3.65)
H (1.33, 0.48, 4.36)
H (-0.82, -0.41, 5.16)
H (-2.70, -0.67, 3.58)
H (-3.80, -1.51, 2.01)
H (-5.65, -1.52, 0.38)
H (-5.49, -0.05, -1.63)
H (-4.38, 1.74, -2.77)
H (-2.73, 1.09, -2.99)
H (-2.97, 2.53, -2.02)
Se (-0.95, 3.51, 0.34)
O (-1.16, -2.09, 0.03)
S (0.27, -2.20, 0.46)
C (0.61, -4.00, 0.26)
C (0.88, -4.16, -1.23)
C (1.88, -3.07, -1.56)
C (1.26, -1.78, -1.03)
H (-0.27, -4.53, 0.62)
H (1.48, -4.25, 0.86)
H (-0.05, -3.98, -1.77)
H (1.24, -5.16, -1.48)
H (2.07, -2.99, -2.63)
H (2.83, -3.27, -1.06)
H (0.55, -1.36, -1.73)
H (2.01, -1.04, -0.75)
I (2.90, -2.02, 2.26)
O (1.59, 0.59, -3.33)
Se (0.08, 0.95, -3.82)
O (-0.95, -0.18, -3.26)
O (-0.34, 2.37, -3.01)
O (-0.04, 1.14, -5.41)

---

Entry 3:
Formula: C21H23Cl2N6O3
Source: OMol25
Level of theory: the ωB97M-V functional and the def2-TZVPD basis

For the molar mass, the calculation gives 478.36 g/mol. The total energy comes out at -62274.3873 eV. The HOMO energy comes out at -11.12 eV. As for the net charge: +1. The value obtained for the LUMO energy is -2.26 eV.

CARTESIAN COORDINATES (ANGSTROEM)
O (2.00, -4.79, 3.11)
O (-3.02, 4.98, -3.21)
O (0.50, 1.87, -2.92)
Cl (-0.48, -10.80, 1.35)
Cl (3.23, -6.86, 1.34)
N (-0.93, -0.49, 2.10)
C (0.95, -5.05, 2.55)
C (-1.83, 5.19, -3.39)
C (1.11, 2.93, -2.88)
C (-0.70, 2.40, 0.27)
C (-0.95, 3.50, -0.49)
C (-2.89, 2.53, -0.03)
C (-0.11, 0.03, 3.02)
C (-0.86, -1.82, 1.88)
C (0.81, -0.74, 3.74)
C (-1.02, -8.26, 2.17)
C (1.23, -8.67, 1.44)
C (-0.69, -6.93, 2.45)
C (0.88, -2.11, 3.52)
C (-0.06, -9.13, 1.67)
C (1.58, -7.34, 1.70)
C (0.62, -6.45, 2.22)
C (0.04, -2.68, 2.55)
N (-1.91, 1.81, 0.57)
N (0.01, -4.07, 2.25)
N (2.44, 2.94, -3.01)
N (-0.98, 4.18, -3.28)
N (-2.32, 3.57, -0.68)
C (-1.33, 6.61, -3.59)
C (3.33, 4.11, -2.99)
C (0.10, 4.42, -1.10)
C (0.33, 4.24, -2.62)
H (0.28, 2.02, 0.56)
H (-3.95, 2.28, -0.03)
H (-0.15, 1.10, 3.22)
H (-1.52, -2.25, 1.14)
H (1.45, -0.27, 4.48)
H (-2.03, -8.62, 2.36)
H (1.98, -9.35, 1.04)
H (-1.45, -6.28, 2.87)
H (1.58, -2.69, 4.10)
H (-2.01, 0.94, 1.10)
H (-0.74, -4.39, 1.65)
H (2.85, 2.04, -3.17)
H (-1.38, 3.26, -3.37)
H (-2.81, 4.22, -1.31)
H (-0.66, 6.64, -4.45)
H (-0.80, 6.95, -2.70)
H (-2.18, 7.26, -3.77)
H (4.37, 3.77, -3.04)
H (3.14, 4.75, -3.85)
H (3.20, 4.68, -2.07)
H (-0.20, 5.45, -0.91)
H (1.05, 4.27, -0.58)
H (0.91, 5.07, -3.01)

---

Entry 4:
Formula: C21H23ClFeO2PS
Source: OMol25
Level of theory: the ωB97M-V functional and the def2-TZVPD basis

For the molar mass, the calculation gives 461.75 g/mol. The total energy comes out at -93258.1192 eV. The HOMO energy (spin up / spin down) comes out at -14.49 / -14.58 eV. The multiplicity is 6. As for the net charge: +2. Its expectation value of S² is 8.81. The value obtained for the LUMO energy (spin up / spin down) is -6.82 / -11.25 eV.

CARTESIAN COORDINATES (ANGSTROEM)
Fe (-0.08, -0.85, 1.49)
Cl (1.09, -2.45, 2.31)
C (-0.16, 0.87, 2.27)
O (-0.39, 2.04, 2.18)
P (0.14, -0.13, -0.57)
C (-1.44, -0.49, -1.43)
C (0.62, 1.55, -1.17)
C (1.43, -1.21, -1.33)
C (1.87, 1.83, -1.74)
C (2.14, 3.10, -2.23)
C (1.21, 4.13, -2.12)
C (-0.01, 3.88, -1.49)
C (-0.31, 2.60, -1.02)
H (2.63, 1.06, -1.80)
H (3.11, 3.29, -2.70)
H (1.43, 5.13, -2.49)
H (-0.74, 4.67, -1.34)
H (-1.27, 2.42, -0.54)
C (-2.50, -1.24, -0.90)
C (-3.72, -1.39, -1.56)
C (-3.85, -0.86, -2.85)
C (-2.80, -0.12, -3.41)
C (-1.60, 0.08, -2.70)
H (-2.42, -1.72, 0.06)
H (-4.53, -1.91, -1.04)
H (-4.78, -1.02, -3.40)
H (-2.89, 0.32, -4.40)
H (-0.81, 0.68, -3.12)
C (1.20, -1.97, -2.49)
C (2.22, -2.80, -2.99)
C (3.43, -2.92, -2.31)
C (3.64, -2.19, -1.13)
C (2.66, -1.31, -0.68)
H (0.24, -1.93, -3.01)
H (2.05, -3.36, -3.91)
H (4.22, -3.58, -2.68)
H (4.56, -2.29, -0.56)
H (2.87, -0.72, 0.21)
H (-1.63, -1.30, 1.78)
H (-1.21, -2.01, 1.41)
C (0.16, -0.93, 5.72)
S (0.01, 0.45, 4.60)
C (-1.60, 1.09, 4.99)
O (1.03, 1.45, 5.05)
H (-0.82, -1.42, 5.78)
H (0.47, -0.53, 6.69)
H (0.90, -1.63, 5.33)
H (-2.11, 0.41, 5.68)
H (-1.44, 2.06, 5.47)
H (-2.20, 1.21, 4.08)

---

Entry 5:
Formula: C21H23ClN2PRhS
Source: OMol25
Level of theory: the ωB97M-V functional and the def2-TZVPD basis

For the molar mass, the calculation gives 504.83 g/mol. The total energy comes out at -60766.4227 eV. The HOMO energy (spin up / spin down) comes out at -14.58 / -14.75 eV. The multiplicity is 5. As for the net charge: +2. Its expectation value of S² is 6.03. The value obtained for the LUMO energy (spin up / spin down) is -5.95 / -10.56 eV.

CARTESIAN COORDINATES (ANGSTROEM)
Rh (0.00, 0.00, 0.00)
Cl (0.02, 0.86, 2.14)
P (0.00, -0.06, -2.17)
C (-1.34, -0.87, -3.10)
C (-1.18, -1.61, -4.28)
C (-2.29, -2.17, -4.91)
C (-3.56, -2.01, -4.38)
C (-3.73, -1.29, -3.19)
C (-2.63, -0.74, -2.55)
C (-0.24, 1.72, -2.55)
C (0.61, 2.62, -1.89)
C (0.45, 3.99, -2.06)
C (-0.56, 4.48, -2.89)
C (-1.41, 3.59, -3.55)
C (-1.26, 2.22, -3.38)
C (1.56, -0.41, -3.06)
C (2.65, -0.91, -2.32)
C (3.88, -1.14, -2.94)
C (4.04, -0.87, -4.30)
C (2.97, -0.35, -5.04)
C (1.74, -0.11, -4.42)
H (1.40, 2.23, -1.25)
H (1.12, 4.68, -1.54)
H (-0.68, 5.55, -3.02)
H (-2.19, 3.97, -4.20)
H (-1.92, 1.53, -3.89)
H (-0.19, -1.75, -4.70)
H (-2.15, -2.75, -5.83)
H (-4.42, -2.45, -4.88)
H (-4.72, -1.18, -2.76)
H (-2.74, -0.20, -1.61)
H (2.51, -1.08, -1.26)
H (4.71, -1.52, -2.35)
H (4.99, -1.05, -4.78)
H (3.10, -0.11, -6.09)
H (0.93, 0.32, -4.99)
H (-0.11, -6.60, -6.17)
H (0.63, -6.57, -6.14)
S (-0.10, -2.32, 0.47)
C (-0.11, -2.17, 2.09)
N (1.04, -2.16, 2.88)
C (0.66, -2.00, 4.26)
C (-0.89, -1.93, 4.25)
N (-1.26, -2.05, 2.86)
H (2.01, -2.23, 2.53)
H (1.10, -1.07, 4.67)
H (1.01, -2.88, 4.85)
H (-1.25, -0.95, 4.65)
H (-1.33, -2.77, 4.83)
H (-2.23, -2.04, 2.50)

---

Entry 6:
Formula: C21H23CrN5O4
Source: OMol25
Level of theory: the ωB97M-V functional and the def2-TZVPD basis

For the molar mass, the calculation gives 461.44 g/mol. The total energy comes out at -66214.8880 eV. The HOMO energy (spin up / spin down) comes out at -6.77 / -7.01 eV. The multiplicity is 5. Its expectation value of S² is 6.01. The value obtained for the energy above the lowest of the compared OMol25 structures with the same formula, charge and spin is 0.0 kcal per mole. The value obtained for the LUMO energy (spin up / spin down) is -0.02 / -0.03 eV.

CARTESIAN COORDINATES (ANGSTROEM)
Cr (-0.13, 0.24, -0.37)
O (-0.93, -1.11, -1.50)
C (-0.67, -2.38, -1.55)
C (-1.47, -3.21, -2.36)
C (-1.25, -4.56, -2.46)
C (-0.21, -5.18, -1.75)
C (0.58, -4.40, -0.95)
C (0.39, -3.01, -0.83)
C (1.30, -2.31, 0.06)
N (1.24, -1.06, 0.30)
N (2.16, -0.53, 1.23)
C (1.88, 0.73, 1.43)
O (0.93, 1.40, 0.86)
C (2.74, 1.47, 2.40)
C (3.66, 0.79, 3.20)
C (4.45, 1.50, 4.10)
C (4.33, 2.88, 4.20)
C (3.41, 3.55, 3.41)
C (2.62, 2.85, 2.51)
H (-2.27, -2.73, -2.92)
H (-1.89, -5.16, -3.10)
H (-0.04, -6.25, -1.84)
H (1.40, -4.85, -0.40)
H (2.08, -2.88, 0.56)
H (3.75, -0.28, 3.10)
H (5.16, 0.97, 4.72)
H (4.95, 3.43, 4.90)
H (3.32, 4.63, 3.48)
H (1.90, 3.35, 1.88)
C (-3.66, 4.60, -1.34)
N (-2.49, 3.76, -1.50)
C (-1.99, 3.39, -2.81)
C (-1.10, 2.19, -2.48)
O (-0.37, 1.63, -3.24)
N (-1.27, 1.90, -1.11)
C (-2.05, 2.83, -0.63)
N (-2.40, 2.85, 0.68)
H (-3.49, 5.56, -1.82)
H (-3.86, 4.79, -0.29)
H (-4.54, 4.13, -1.78)
H (-1.41, 4.19, -3.27)
H (-2.79, 3.09, -3.49)
H (-1.79, 2.29, 1.26)
H (-2.69, 3.72, 1.09)
C (-1.91, 0.15, 3.59)
C (-2.40, -0.40, 2.26)
C (-3.88, -0.42, 1.99)
O (-1.60, -0.79, 1.44)
H (-2.71, 0.53, 4.22)
H (-1.17, 0.93, 3.39)
H (-1.38, -0.65, 4.11)
H (-4.43, -0.82, 2.85)
H (-4.08, -1.00, 1.09)
H (-4.22, 0.61, 1.85)

---

Entry 7:
Formula: C21H23F2
Source: OMol25
Level of theory: the ωB97M-V functional and the def2-TZVPD basis

For the molar mass, the calculation gives 313.41 g/mol. The total energy comes out at -27576.3822 eV. The HOMO energy comes out at -11.22 eV. As for the net charge: +1. The value obtained for the energy above the lowest of the compared OMol25 structures with the same formula, charge and spin is 25.0 kcal per mole. The value obtained for the LUMO energy is -6.03 eV.

CARTESIAN COORDINATES (ANGSTROEM)
C (4.26, -2.15, -1.03)
C (4.22, -1.14, -0.14)
C (5.46, -0.68, 0.57)
C (2.90, -0.43, 0.16)
C (2.59, 0.79, -0.73)
C (1.29, 1.52, -0.40)
C (1.35, 2.63, 0.61)
C (0.13, 1.19, -0.99)
H (3.35, -2.48, -1.54)
H (5.19, -2.67, -1.24)
H (5.25, 0.14, 1.27)
H (5.93, -1.50, 1.14)
H (6.22, -0.33, -0.14)
H (2.07, -1.16, 0.06)
H (2.92, -0.10, 1.21)
H (3.42, 1.51, -0.63)
H (2.55, 0.45, -1.78)
H (2.37, 2.77, 0.99)
H (1.01, 3.59, 0.18)
H (0.69, 2.42, 1.47)
H (-0.76, 1.80, -0.87)
H (0.09, 0.37, -1.72)
F (-5.65, 1.41, -3.91)
C (-4.91, 1.16, -2.78)
C (-4.83, 2.15, -1.80)
C (-4.07, 1.89, -0.67)
C (-3.35, 0.66, -0.50)
C (-2.52, 0.56, 0.65)
C (-1.82, -0.54, 1.23)
C (-1.26, -0.33, 2.54)
C (-0.52, -1.31, 3.18)
C (-0.31, -2.52, 2.52)
F (0.44, -3.48, 3.14)
C (-0.84, -2.79, 1.26)
C (-1.58, -1.80, 0.62)
C (-3.51, -0.32, -1.52)
C (-4.26, -0.07, -2.66)
H (-5.35, 3.10, -1.92)
H (-4.00, 2.64, 0.12)
H (-2.55, 1.44, 1.29)
H (-1.45, 0.62, 3.03)
H (-0.11, -1.14, 4.17)
H (-0.67, -3.75, 0.79)
H (-1.98, -2.02, -0.36)
H (-3.03, -1.29, -1.44)
H (-4.35, -0.81, -3.45)

---

Entry 8:
Formula: C21H23FN2O5S
Source: OMol25
Level of theory: the ωB97M-V functional and the def2-TZVPD basis

For the molar mass, the calculation gives 434.49 g/mol. The total energy comes out at -48920.4570 eV. The HOMO energy comes out at -8.54 eV. The value obtained for the energy above the lowest of the compared OMol25 structures with the same formula, charge and spin is 29.2 kcal per mole. The value obtained for the LUMO energy is 0.51 eV.

CARTESIAN COORDINATES (ANGSTROEM)
C (6.67, 3.25, -2.74)
C (5.53, 3.40, -1.78)
C (5.13, 4.66, -1.35)
C (4.09, 4.80, -0.45)
C (3.43, 3.69, 0.03)
C (3.81, 2.42, -0.40)
N (3.11, 1.32, 0.12)
C (3.27, 0.00, -0.15)
O (4.07, -0.48, -0.93)
C (2.30, -0.85, 0.63)
C (0.94, -0.56, 0.65)
C (0.07, -1.38, 1.34)
S (-1.68, -0.93, 1.31)
O (-2.33, -1.76, 2.29)
O (-1.74, 0.49, 1.41)
N (-1.99, -1.41, -0.27)
C (-2.54, -2.74, -0.37)
C (-4.02, -2.77, 0.06)
C (-4.66, -1.38, -0.18)
C (-4.08, -0.76, -1.45)
C (-2.60, -0.45, -1.17)
O (-4.41, -0.49, 0.88)
C (-5.41, -0.72, 1.86)
C (-6.58, -1.33, 1.06)
O (-6.07, -1.50, -0.25)
C (0.51, -2.50, 2.02)
C (1.86, -2.81, 2.00)
C (2.73, -1.99, 1.31)
F (4.04, -2.29, 1.33)
C (4.86, 2.28, -1.30)
H (6.50, 3.87, -3.62)
H (7.60, 3.58, -2.27)
H (6.78, 2.22, -3.05)
H (5.65, 5.54, -1.72)
H (3.78, 5.78, -0.12)
H (2.61, 3.80, 0.73)
H (2.40, 1.56, 0.80)
H (0.55, 0.29, 0.13)
H (-2.43, -3.07, -1.41)
H (-1.95, -3.39, 0.27)
H (-4.58, -3.51, -0.52)
H (-4.09, -3.01, 1.12)
H (-4.19, -1.47, -2.27)
H (-4.62, 0.15, -1.68)
H (-2.03, -0.44, -2.10)
H (-2.51, 0.52, -0.67)
H (-5.03, -1.41, 2.63)
H (-5.65, 0.24, 2.31)
H (-7.44, -0.67, 1.00)
H (-6.89, -2.30, 1.47)
H (-0.20, -3.10, 2.56)
H (2.25, -3.67, 2.52)
H (5.16, 1.30, -1.62)

---

Entry 9:
Formula: C21H23FN4O2S2
Source: OMol25
Level of theory: the ωB97M-V functional and the def2-TZVPD basis

For the molar mass, the calculation gives 446.57 g/mol. The total energy comes out at -56593.4600 eV. The HOMO energy comes out at -7.90 eV. The value obtained for the energy above the lowest of the compared OMol25 structures with the same formula, charge and spin is 0.0 kcal per mole. The value obtained for the LUMO energy is 0.54 eV.

CARTESIAN COORDINATES (ANGSTROEM)
C (1.37, 4.37, 4.86)
C (1.51, 3.76, 3.51)
S (3.01, 3.96, 2.63)
C (2.33, 3.12, 1.26)
N (2.97, 3.00, 0.11)
C (2.28, 2.42, -0.86)
C (2.87, 2.36, -2.20)
C (3.73, 3.51, -2.67)
C (4.37, 2.21, -2.32)
N (1.09, 1.84, -0.70)
C (0.49, 1.87, 0.48)
N (-0.69, 1.17, 0.62)
C (-0.76, 0.18, 1.69)
C (-0.13, -1.14, 1.23)
N (-0.82, -1.61, 0.05)
S (-0.45, -3.19, -0.40)
O (0.67, -3.24, -1.30)
O (-0.41, -3.97, 0.80)
C (-1.95, -3.59, -1.30)
C (-3.14, -3.65, -0.60)
C (-4.31, -3.95, -1.27)
C (-4.25, -4.18, -2.64)
F (-5.38, -4.47, -3.29)
C (-3.06, -4.13, -3.35)
C (-1.89, -3.83, -2.66)
C (-0.70, -0.67, -1.04)
C (-1.30, 0.67, -0.60)
C (1.04, 2.64, 1.54)
C (0.57, 3.06, 2.82)
C (-0.83, 2.91, 3.33)
H (1.00, 3.64, 5.57)
H (2.32, 4.76, 5.20)
H (0.65, 5.20, 4.83)
H (2.24, 1.85, -2.92)
H (3.85, 4.33, -1.98)
H (3.65, 3.79, -3.71)
H (4.74, 1.58, -3.11)
H (4.92, 2.16, -1.40)
H (-0.22, 0.54, 2.56)
H (-1.81, 0.02, 1.94)
H (-0.23, -1.91, 2.00)
H (0.94, -0.98, 1.03)
H (-3.12, -3.47, 0.46)
H (-5.26, -4.00, -0.76)
H (-3.06, -4.33, -4.41)
H (-0.94, -3.79, -3.16)
H (-1.25, -1.07, -1.90)
H (0.35, -0.52, -1.33)
H (-1.16, 1.41, -1.38)
H (-2.37, 0.54, -0.39)
H (-1.50, 2.63, 2.52)
H (-0.90, 2.16, 4.11)
H (-1.17, 3.86, 3.75)